1.
The following is a quantum chemistry calculation of a cluster of 2 separate species, C15H18O2 in total, from the Open Molecules 2025 dataset.

```
! RIJCOSX wB97M-V def2-TZVPD def2/J DEFGRID3
* xyz 0 1
C 1.395 3.253 -2.514
C 1.840 1.005 -1.417
C 1.716 2.376 -1.358
C 2.011 0.244 -0.246
C 1.885 3.015 -0.107
C 2.180 0.871 0.961
C 2.139 2.274 1.018
O 2.114 0.266 2.213
H 1.878 0.497 -2.372
H 2.061 -0.839 -0.301
H 1.018 4.214 -2.174
H 0.694 2.828 -3.240
H 1.881 4.092 0.005
H 2.359 2.747 1.967
H 1.524 -0.467 2.100
H 2.240 3.469 -3.186
C -1.744 0.329 0.083
C -3.245 0.512 -0.174
C -1.467 -1.131 0.342
C -1.378 -2.038 -0.678
C -1.031 -1.408 1.681
C -0.862 -3.316 -0.332
C -0.641 -2.678 1.977
C -0.451 -3.630 0.927
O 0.086 -4.857 1.260
H -1.257 0.557 -0.874
H -1.315 1.034 0.790
H -3.521 1.573 -0.180
H -1.890 -1.809 -1.602
H -1.045 -0.610 2.411
H -0.815 -4.132 -1.049
H -0.310 -2.985 2.965
H -0.614 -5.404 1.596
H -3.874 0.097 0.617
H -3.560 0.050 -1.109
*
```

Computed properties:
- frontier orbital gap (eV) = 9.18
- SMILES = CCc1ccc(O)cc1.Cc1ccc(O)cc1
- HOMO energy (hartree) = -0.309
- lowest unoccupied orbital energy (eV) = 0.760
- DFT total energy (eV) = -19941.2495

Here are the natural (NBO) charges for atoms 1 to 2, given in e:
1. C -0.629
2. C -0.190

---

2.
The following is a quantum chemistry calculation of a cluster of 2 separate species, C15H18O2 in total, from the Open Molecules 2025 dataset.

```
! RIJCOSX wB97M-V def2-TZVPD def2/J DEFGRID3
* xyz 0 1
C 1.306 2.412 -3.764
C 2.267 2.090 -1.455
C 1.282 1.852 -2.374
C 2.006 1.909 -0.139
C 0.140 1.058 -2.036
C 0.823 1.397 0.271
C -0.135 0.984 -0.686
O 0.570 1.557 1.721
H 3.267 2.427 -1.861
H 2.709 2.323 0.512
H 0.406 2.263 -4.356
H 2.238 1.878 -4.288
H -0.609 0.818 -2.836
H -1.150 0.635 -0.411
H -0.024 0.891 2.015
H 1.768 3.464 -3.721
C -2.446 -1.269 2.453
C -1.890 -0.179 3.381
C -1.413 -1.676 1.503
C -1.719 -2.198 0.278
C -0.051 -1.523 1.775
C -0.712 -2.635 -0.676
C 0.962 -1.619 0.820
C 0.604 -2.245 -0.385
O 1.579 -2.290 -1.337
H -3.162 -2.157 2.864
H -3.328 -0.838 1.869
H -1.903 -0.509 4.456
H -2.760 -2.422 0.039
H 0.411 -1.080 2.672
H -1.025 -3.143 -1.554
H 2.030 -1.250 1.015
H 1.416 -1.848 -2.151
H -2.506 0.648 3.195
H -0.950 0.275 3.192
*
```

Computed properties:
- frontier orbital gap (eV) = 8.97
- SMILES = CCc1ccc(O)cc1.Cc1ccc(O)cc1
- HOMO energy (hartree) = -0.303
- lowest unoccupied orbital energy (eV) = 0.735
- DFT total energy (eV) = -19939.0998

Here are the natural (NBO) charges for atoms 1 to 2, given in e:
1. C -0.638
2. C -0.219

---

3.
The following is a quantum chemistry calculation of a cluster of 2 separate species, C15H18O2 in total, from the Open Molecules 2025 dataset.

```
! RIJCOSX wB97M-V def2-TZVPD def2/J DEFGRID3
* xyz 0 1
C -0.798 2.905 -2.031
C -0.236 3.872 2.105
C 0.896 3.605 1.357
C -1.513 3.918 1.538
C 0.740 3.137 0.074
C -1.653 3.395 0.303
C -0.566 3.119 -0.501
O -0.051 4.264 3.480
H 1.845 3.636 1.870
H 0.565 3.669 3.852
H -2.311 4.368 2.043
H 1.477 2.639 -0.559
H -2.547 3.526 -0.110
H -0.826 3.797 -2.684
H -1.687 2.321 -2.398
H 0.038 2.347 -2.491
C 2.410 -3.693 0.473
C 3.577 -3.569 -0.546
C 1.047 -3.311 -0.045
C -0.051 -4.072 0.193
C 0.977 -2.247 -0.957
C -1.285 -3.821 -0.491
C -0.250 -1.846 -1.435
C -1.399 -2.697 -1.327
O -2.581 -2.351 -1.907
H 2.526 -4.801 0.749
H 2.545 -3.225 1.506
H 4.470 -3.620 0.078
H 0.026 -4.790 1.079
H 1.811 -1.576 -1.051
H -1.943 -4.665 -0.337
H -0.364 -0.909 -2.036
H -3.214 -3.252 -1.823
H 3.563 -2.667 -1.147
H 3.701 -4.267 -1.378
*
```

Computed properties:
- frontier orbital gap (eV) = 9.01
- SMILES = CCc1ccc(O)cc1.Cc1ccc(O)cc1
- HOMO energy (hartree) = -0.306
- lowest unoccupied orbital energy (eV) = 0.684
- DFT total energy (eV) = -19939.4786

Here are the natural (NBO) charges for atoms 1 to 2, given in e:
1. C -0.647
2. C 0.291

---

4.
The following is a quantum chemistry calculation of a structure of composition C15H19AsN11OS3Tc, from the Open Molecules 2025 dataset.

```
! RIJCOSX wB97M-V def2-TZVPD def2/J DEFGRID3
* xyz 1 4
Tc 0.124 0.175 -0.482
N 1.550 1.933 3.697
C 1.288 1.945 2.353
S -0.134 2.835 1.892
N 2.162 1.352 1.601
N 1.831 1.208 0.276
C 2.693 1.601 -0.583
C 2.394 1.346 -1.981
C 3.245 1.712 -3.010
C 2.900 1.389 -4.312
C 1.716 0.709 -4.543
C 0.903 0.387 -3.473
N 1.229 0.702 -2.215
H 1.131 2.662 4.249
H 2.497 1.685 3.943
H 3.602 2.102 -0.270
H 4.161 2.241 -2.782
H 3.546 1.667 -5.134
H 1.410 0.434 -5.543
H -0.045 -0.117 -3.603
S -1.705 -0.899 -1.562
C -2.937 0.331 -1.420
C -4.269 -0.096 -1.723
N -5.325 -0.489 -1.960
C -2.694 1.616 -1.053
S -1.090 2.208 -0.693
C -3.753 2.571 -0.956
N -4.578 3.368 -0.859
N 3.781 -3.693 -1.473
N 2.617 -3.137 -0.987
N 1.593 -3.879 -0.634
C 0.692 -2.956 -0.344
N 1.186 -1.725 -0.520
N 2.432 -1.859 -0.943
H 3.924 -4.579 -1.005
H 4.538 -3.041 -1.314
H -0.312 -3.162 -0.015
C -1.195 -0.596 4.108
As -1.923 -0.525 2.347
C -2.828 -2.164 1.953
C -3.202 0.889 2.217
O -0.663 -0.346 1.260
H -1.992 -0.836 4.811
H -0.754 0.368 4.347
H -0.427 -1.365 4.140
H -3.736 -2.235 2.551
H -2.178 -3.006 2.183
H -3.079 -2.169 0.894
H -4.040 0.664 2.877
H -3.553 0.949 1.189
H -2.732 1.824 2.501
*
```

Computed properties:
- frontier orbital gap (spin up / spin down) (eV) = 6.77 / 5.76
- HOMO energy (spin up / spin down) (hartree) = -0.378 / -0.398
- lowest unoccupied orbital energy (spin up / spin down) (eV) = -3.513 / -5.078
- DFT total energy (eV) = -129837.1275

Here are the natural (NBO) charges for atoms 1 to 2, given in e:
1. Tc 0.746
2. N -0.797

---

5.
The following is a quantum chemistry calculation of a cluster of 7 separate species, C15H19Cl9O12 in total, from the Open Molecules 2025 dataset.

```
! RIJCOSX wB97M-V def2-TZVPD def2/J DEFGRID3
* xyz 0 1
C 1.469 -5.940 -9.014
Cl 1.177 -7.710 -9.451
Cl 0.803 -5.504 -7.425
Cl 0.820 -4.919 -10.267
H 2.546 -5.788 -8.941
C 0.113 -4.238 -2.248
Cl 1.056 -5.741 -1.869
Cl 1.208 -2.962 -2.860
Cl -0.899 -3.753 -0.880
H -0.548 -4.508 -3.071
C 0.029 -4.846 -15.223
Cl -1.059 -3.425 -15.448
Cl 0.833 -5.255 -16.766
Cl -0.861 -6.270 -14.663
H 0.801 -4.625 -14.485
C -2.904 -11.229 -11.316
C -3.189 -12.600 -10.754
O -2.700 -13.393 -11.816
C -1.967 -12.797 -12.650
O -1.330 -13.335 -13.589
O -2.044 -11.470 -12.386
H -2.277 -10.728 -10.577
H -3.889 -10.778 -11.433
H -4.251 -12.784 -10.591
H -2.635 -12.852 -9.850
C 0.101 -11.446 -4.839
C 0.486 -10.094 -5.461
O -0.380 -9.147 -4.846
C -1.137 -9.739 -3.969
O -1.910 -9.110 -3.192
O -0.974 -11.046 -4.021
H 0.956 -11.844 -4.293
H -0.236 -12.103 -5.641
H 0.091 -10.213 -6.470
H 1.515 -9.751 -5.567
C 6.064 -6.150 -5.229
C 5.662 -5.131 -4.172
O 6.805 -4.288 -4.067
C 7.907 -4.959 -4.504
O 9.075 -4.564 -4.418
O 7.496 -6.044 -5.190
H 5.701 -5.953 -6.238
H 5.740 -7.147 -4.928
H 5.421 -5.551 -3.195
H 4.865 -4.464 -4.502
C 10.018 -3.403 -10.123
C 9.366 -2.152 -10.668
O 8.014 -2.385 -10.341
C 7.840 -3.684 -10.368
O 6.721 -4.225 -10.367
O 9.005 -4.283 -10.327
H 10.340 -3.454 -9.083
H 10.841 -3.620 -10.804
H 9.557 -1.992 -11.729
H 9.856 -1.258 -10.283
*
```

Computed properties:
- frontier orbital gap (eV) = 10.60
- SMILES = ClC(Cl)Cl.ClC(Cl)Cl.ClC(Cl)Cl.O=C1OCCO1.O=C1OCCO1.O=C1OCCO1.O=C1OCCO1
- HOMO energy (hartree) = -0.399
- lowest unoccupied orbital energy (eV) = -0.259
- DFT total energy (eV) = -153132.2015

Here are the natural (NBO) charges for atoms 1 to 2, given in e:
1. C -0.263
2. Cl -0.033

---

6.
The following is a quantum chemistry calculation of a cluster of 3 separate species, C15H19F16O4P in total, from the Open Molecules 2025 dataset.

```
! RIJCOSX wB97M-V def2-TZVPD def2/J DEFGRID3
* xyz 0 1
C 2.592 2.319 0.360
C 2.081 1.033 -0.451
P 0.569 1.373 -1.572
C 0.299 3.248 -1.779
C -0.887 0.566 -0.635
O -2.055 1.418 -0.488
C -1.909 2.342 0.568
O -2.922 2.961 0.945
H 3.175 2.018 1.305
H 3.355 2.889 -0.286
H 1.753 3.009 0.720
H 2.924 0.718 -1.156
H 1.896 0.162 0.276
H -0.771 3.393 -2.181
H 1.090 3.673 -2.479
H 0.292 3.768 -0.750
H -0.539 0.128 0.376
H -1.200 -0.344 -1.267
H -0.902 2.593 1.069
C 1.299 0.672 5.138
C 2.009 0.626 3.767
C 2.693 -0.695 3.403
F 3.658 -1.042 4.273
F 3.297 -0.593 2.192
F 2.874 1.663 3.683
F 1.048 0.860 2.818
O 2.016 1.250 6.241
C 2.926 0.428 6.939
C 4.383 0.878 6.776
F 4.749 0.946 5.478
F 5.228 0.004 7.373
F 2.728 -0.858 6.588
F 2.583 0.511 8.242
H 0.444 1.340 5.008
H 0.858 -0.291 5.407
H 1.970 -1.512 3.348
H 4.537 1.865 7.215
C -3.891 -1.325 -4.038
C -3.126 -0.833 -5.287
C -3.554 -1.442 -6.625
F -3.404 -2.779 -6.665
F -2.788 -0.948 -7.631
F -1.799 -0.992 -5.081
F -3.334 0.516 -5.371
O -3.287 -2.367 -3.253
C -3.474 -3.701 -3.674
C -2.172 -4.371 -4.130
F -1.564 -3.676 -5.114
F -2.414 -5.610 -4.622
F -4.446 -3.745 -4.606
F -3.960 -4.367 -2.603
H -3.923 -0.472 -3.355
H -4.940 -1.542 -4.256
H -4.596 -1.206 -6.852
H -1.468 -4.458 -3.301
*
```

Computed properties:
- frontier orbital gap (eV) = 8.47
- SMILES = FC(F)C(F)(F)COC(F)(F)C(F)F.FC(F)C(F)(F)COC(F)(F)C(F)F.CCP(C)COC=O
- HOMO energy (hartree) = -0.299
- lowest unoccupied orbital energy (eV) = 0.336
- DFT total energy (eV) = -76819.2606

Here are the natural (NBO) charges for atoms 1 to 2, given in e:
1. C -0.635
2. C -0.702

---

Q: Which of these has the highest DFT total energy?
A: number 2